C18H34FNOPS3SiTl | wB97M-V/def2-TZVPD

The geometry in XYZ format:
```
61
Properties=species:S:1:pos:R:3:forces:R:3:lowdin_charge:R:1
Tl 0.9833 0.3685 -0.4228 0.4 0.4 0.3 0.84
S 1.8789 1.5863 2.3976 -0.1 -0.4 0.2 0.74
S 3.0279 3.8051 0.3948 0.3 0.1 -0.2 0.83
S -0.2030 3.2986 0.2161 -0.1 0.1 0.1 0.74
P 0.0679 -1.7397 2.6672 0.0 0.1 0.0 0.55
Si -0.2798 -3.1340 -2.3377 0.0 0.0 0.2 0.47
F -1.4625 1.2157 -2.2068 0.0 0.0 0.0 0.11
O -0.0371 -0.7682 1.5082 -0.1 -0.2 -0.1 -0.60
N -0.8609 -1.3898 -2.4423 -0.1 -0.2 -0.2 0.13
C 0.3386 2.4277 2.8342 0.1 0.0 0.0 -0.51
C 0.2041 -3.7934 -4.0002 0.0 0.2 -0.1 -0.15
C 1.7575 -2.2423 2.9892 0.0 0.0 0.0 -0.15
C -1.7871 -0.9247 -3.1776 -0.2 0.0 -0.2 -0.24
C -2.1208 0.5180 -3.0799 0.0 -0.1 0.0 -0.14
C -3.0609 1.1231 -3.8679 0.0 0.1 0.1 0.06
C -0.5633 -1.0415 4.1899 0.0 0.0 0.0 -0.16
C 0.5342 4.8119 -0.4678 0.0 -0.1 0.0 -0.50
C 1.1817 -3.0964 -1.2030 0.0 0.1 0.0 -0.19
C -2.5983 -1.6843 -4.1481 0.1 0.0 0.1 0.06
C 3.2060 2.6809 2.9488 -0.1 0.3 -0.3 -0.50
C 3.3472 4.0035 2.1766 -0.2 -0.2 0.0 -0.50
C 1.9375 5.2028 0.0323 -0.2 -0.2 0.1 -0.51
C -1.7034 -4.0145 -1.5290 -0.1 0.1 -0.1 -0.14
C -3.7438 0.3249 -4.7749 0.0 -0.1 0.0 0.08
C -3.5332 -1.0772 -4.9077 0.0 0.1 0.0 0.00
C -0.1138 3.6261 2.0030 -0.1 -0.1 0.0 -0.48
C -0.8673 -3.2424 2.3656 0.0 0.0 0.0 -0.16
H -2.5261 -4.2174 -2.2165 0.0 0.0 0.0 0.04
H -1.8933 -2.9816 2.1047 0.0 0.0 0.0 0.06
H -4.4817 0.7965 -5.4144 0.0 0.0 0.0 0.15
H 3.0573 2.8702 4.0120 0.1 0.0 0.0 0.09
H 0.0927 -0.2319 4.5117 0.0 0.0 0.0 0.05
H 4.3553 4.3952 2.2965 0.0 0.0 0.1 0.08
H 2.6489 4.7352 2.5797 0.0 0.1 -0.1 0.07
H 1.8368 -2.7565 3.9472 0.0 0.0 0.0 0.07
H 2.4246 5.8176 -0.7221 -0.1 0.1 0.0 0.08
H 1.5361 -4.1167 -1.0360 0.0 0.0 0.0 0.06
H -2.0988 -3.4344 -0.6930 0.0 0.0 0.0 0.04
H -1.3472 -4.9712 -1.1409 0.0 0.0 0.0 0.05
H -0.8754 -3.8765 3.2523 0.0 0.0 0.0 0.07
H 2.1071 -2.9098 2.2008 0.0 0.0 0.0 0.06
H 1.8480 5.8059 0.9339 0.1 0.0 0.0 0.07
H -3.2573 2.1822 -3.7737 0.0 0.0 0.0 0.15
H 0.5246 4.4901 2.1669 0.0 0.0 -0.1 0.06
H 1.0480 -3.2370 -4.4127 0.0 0.0 0.0 0.05
H -0.5963 -1.8033 4.9693 0.0 0.0 0.0 0.07
H 0.4056 2.7216 3.8838 -0.1 0.0 0.0 0.09
H 2.3812 -1.3485 3.0080 0.0 0.0 0.0 0.04
H -1.1198 3.8940 2.3272 0.0 0.1 0.1 0.09
H 2.0201 -2.5290 -1.6117 0.0 0.0 0.0 0.04
H -0.4191 -3.7968 1.5407 0.0 0.0 0.0 0.04
H -1.5695 -0.6543 4.0290 0.0 0.0 0.0 0.07
H 0.5265 -4.8286 -3.8646 0.0 0.0 0.0 0.06
H -2.4240 -2.7480 -4.2258 0.0 0.0 0.0 0.11
H 4.1081 2.0794 2.8376 0.0 -0.1 0.0 0.08
H 0.5354 4.6467 -1.5451 0.0 0.0 0.0 0.07
H 0.9082 -2.6719 -0.2342 0.0 0.0 0.0 -0.02
H -0.4113 1.6380 2.7568 0.0 0.0 0.0 0.05
H -4.1241 -1.6363 -5.6191 0.0 0.0 0.0 0.13
H -0.1622 5.6238 -0.2579 0.0 0.1 -0.1 0.08
H -0.5883 -3.7916 -4.7479 0.0 -0.1 0.0 0.03
```
Forces are in eV/Å.

Energy above the lowest of the compared OMol25 structures with the same formula, charge and spin   0.0 kcal per mole
Energy   -79826.236 eV
Total charge   +2
LUMO energy   -9.04 eV